This record from the OMol25 dataset describes C14H40Br6O7S5 as an isolated structure in a non-equilibrium geometry. The level of theory is wB97M-V/def2-TZVPD.

## Properties
Kohn-Sham gap: 8.588 eV
total charge: 0

Last column: Mulliken charge in e.
Positions of all 72 atoms, in Å:
C1 -7.33 -4.74 -16.19  -0.139
S1 -6.45 -6.31 -15.98  0.230
O1 -7.47 -7.33 -15.79  -0.472
C2 -5.94 -6.43 -17.66  -0.836
H1 -7.88 -4.58 -15.26  -0.014
H2 -8.03 -4.90 -17.06  -0.245
H3 -6.63 -3.92 -16.50  0.498
H4 -5.18 -7.08 -17.92  0.471
H5 -5.62 -5.47 -17.95  0.389
H6 -6.89 -6.61 -18.29  -0.008
C3 -10.69 -6.66 -11.52  -0.667
S2 -9.06 -6.23 -12.08  0.542
O2 -9.21 -5.30 -13.31  -0.607
C4 -8.48 -5.39 -10.61  -1.194
H7 -11.11 -5.76 -11.08  0.368
H8 -10.58 -7.44 -10.76  0.463
H9 -11.25 -6.93 -12.45  -0.003
H10 -8.60 -6.20 -9.85  0.363
H11 -8.93 -4.46 -10.31  0.341
H12 -7.48 -5.14 -10.63  0.448
C5 -15.23 -6.42 -14.46  -1.221
S3 -13.50 -6.46 -14.97  0.821
O3 -12.75 -6.35 -13.70  -0.696
C6 -13.47 -8.23 -15.63  -1.033
H13 -15.41 -7.31 -13.88  0.393
H14 -15.96 -6.39 -15.27  0.322
H15 -15.36 -5.60 -13.79  0.380
H16 -14.35 -8.57 -16.17  0.233
H17 -13.48 -8.86 -14.72  0.337
H18 -12.56 -8.45 -16.10  0.328
C7 -9.90 -3.26 -18.12  0.025
S4 -11.31 -3.21 -19.36  0.303
O4 -11.38 -4.59 -19.87  -0.519
C8 -12.77 -3.17 -18.26  -0.343
H19 -9.06 -3.50 -18.71  0.253
H20 -10.30 -4.06 -17.49  -0.687
H21 -9.78 -2.33 -17.58  0.463
H22 -13.60 -3.51 -18.92  0.329
H23 -12.98 -2.16 -17.74  0.337
H24 -12.60 -3.88 -17.47  -0.288
C9 -7.76 -7.29 -21.77  -1.163
S5 -8.69 -5.98 -20.78  0.846
O5 -7.73 -5.02 -20.12  -0.654
C10 -9.10 -5.23 -22.36  -1.119
H25 -6.74 -6.96 -21.85  0.337
H26 -8.23 -7.48 -22.75  0.385
H27 -7.77 -8.18 -21.17  0.359
H28 -9.58 -5.93 -23.07  0.361
H29 -8.16 -4.95 -22.87  0.391
H30 -9.71 -4.36 -22.15  0.251
C11 -14.56 -7.96 -19.56  -0.428
Br1 -16.11 -8.78 -18.80  -0.075
Br2 -13.26 -9.35 -19.72  -0.026
Br3 -13.93 -6.51 -18.43  0.143
H31 -14.87 -7.50 -20.50  0.435
C12 -9.85 -10.92 -13.54  -0.327
Br4 -9.45 -9.43 -14.61  0.108
Br5 -11.73 -11.37 -13.41  -0.076
Br6 -9.22 -10.53 -11.82  -0.037
H32 -9.40 -11.82 -14.00  0.368
C13 -11.90 -2.74 -14.02  -0.143
O6 -11.19 -2.83 -12.85  -0.570
H33 -11.46 -3.27 -14.92  -0.134
H34 -12.97 -3.08 -13.93  0.145
H35 -11.93 -1.67 -14.36  0.293
H36 -10.75 -3.72 -12.82  0.281
C14 -10.40 -6.54 -17.10  1.193
O7 -10.32 -5.49 -16.06  0.207
H37 -9.44 -7.07 -17.09  0.139
H38 -11.27 -7.26 -16.89  -0.964
H39 -10.65 -6.01 -18.01  -0.119
H40 -9.75 -5.70 -15.27  -0.073

=====

This record from the OMol25 dataset describes C14H40BrN3O3Ti as an isolated structure in a non-equilibrium geometry. The level of theory is wB97M-V/def2-TZVPD.

## Properties
ΔE to the lowest compared entry with this formula, charge and spin: 3.0508 eV
Kohn-Sham gap (alpha / beta): 6.785 / 9.198 eV
<S²>: 3.75
total charge: +3
multiplicity: 4

Last column: Mulliken spin population.
Positions of all 62 atoms, in Å:
Ti1 -21.48 -8.54 11.03  2.667
Br1 -21.79 -9.67 12.80  0.142
C1 -20.54 -13.10 11.16  -0.006
C2 -21.28 -11.77 11.05  -0.043
C3 -20.83 -10.99 9.83  -0.013
O1 -21.51 -9.83 9.62  0.080
C4 -21.25 -9.28 8.33  0.026
N1 -22.77 -12.05 10.97  0.001
H1 -22.98 -12.37 10.04  0.002
H2 -23.16 -12.66 11.67  -0.003
H3 -23.26 -11.17 11.03  0.064
H4 -19.49 -12.83 11.02  0.001
H5 -20.83 -13.81 10.40  0.000
H6 -20.49 -13.49 12.18  0.000
H7 -21.14 -11.15 11.93  -0.008
H8 -20.81 -11.58 8.92  0.002
H9 -19.81 -10.68 10.01  0.032
H10 -21.69 -8.28 8.33  -0.003
H11 -21.52 -9.72 7.38  0.000
H12 -20.17 -9.12 8.32  0.014
C5 -22.09 -7.81 14.65  -0.010
N2 -20.67 -7.14 14.53  -0.002
C6 -20.26 -7.38 13.02  -0.057
C7 -20.92 -5.63 14.74  -0.001
C8 -19.63 -7.79 15.50  0.000
C9 -19.85 -7.67 17.03  0.001
O2 -21.08 -8.23 17.43  0.000
H13 -22.59 -7.50 15.57  0.001
H14 -21.81 -8.86 14.71  -0.023
H15 -22.65 -7.66 13.73  -0.011
H16 -19.29 -6.89 13.05  -0.029
H17 -20.86 -6.73 12.37  0.062
H18 -20.18 -8.45 12.84  0.011
H19 -19.95 -5.14 14.61  -0.001
H20 -21.30 -5.34 15.72  0.000
H21 -21.62 -5.22 14.01  0.003
H22 -18.69 -7.29 15.26  0.000
H23 -19.53 -8.82 15.14  0.005
H24 -19.85 -6.62 17.33  0.000
H25 -19.08 -8.19 17.59  0.000
H26 -21.00 -9.17 17.59  0.000
C10 -23.85 -8.22 13.40  0.095
N3 -24.80 -9.43 13.69  -0.012
C11 -24.45 -10.69 12.82  -0.002
C12 -24.49 -9.77 15.16  -0.003
C13 -26.30 -8.99 13.61  0.002
C14 -26.84 -8.84 12.19  -0.003
O3 -26.13 -7.78 11.53  -0.001
H27 -24.16 -7.30 13.89  -0.014
H28 -23.84 -8.09 12.31  0.005
H29 -22.82 -8.41 13.70  0.035
H30 -23.54 -11.20 13.12  -0.008
H31 -24.35 -10.44 11.77  -0.011
H32 -25.41 -11.20 12.91  0.003
H33 -23.44 -10.06 15.14  0.005
H34 -25.19 -10.54 15.47  -0.001
H35 -24.64 -8.93 15.85  0.000
H36 -26.23 -8.07 14.18  0.000
H37 -26.92 -9.66 14.21  0.000
H38 -27.87 -8.50 12.29  0.000
H39 -27.00 -9.82 11.75  0.000
H40 -25.68 -8.11 10.74  0.007

=====

This record from the OMol25 dataset describes a 7-piece molecular cluster, C14H40BrO10 overall. The level of theory is wB97M-V/def2-TZVPD.

## Properties
ΔE to the lowest compared entry with this formula, charge and spin: 0.0000 eV
Kohn-Sham gap: 9.411 eV
total charge: -1

Last column: Mulliken charge in e.
Positions of all 65 atoms, in Å:
Br1 -0.10 -0.71 0.17  -0.645
C1 4.67 -0.94 -1.43  -1.284
C2 3.69 -2.04 -1.81  1.049
C3 4.42 -3.26 -2.33  -1.622
O1 2.88 -2.44 -0.74  -0.509
H1 5.10 -0.50 -2.34  0.328
H2 5.49 -1.35 -0.83  0.371
H3 4.21 -0.13 -0.87  0.283
H4 3.08 -1.67 -2.65  0.100
H5 3.73 -3.95 -2.82  0.380
H6 4.89 -3.82 -1.51  0.366
H7 5.20 -2.98 -3.05  0.363
H8 2.25 -1.71 -0.59  0.089
C4 -3.63 0.48 -3.67  -1.584
C5 -2.55 0.57 -2.62  0.952
C6 -2.04 1.99 -2.41  -0.389
O2 -3.12 0.03 -1.43  -0.561
H9 -3.32 0.85 -4.66  0.361
H10 -4.51 1.05 -3.37  0.358
H11 -3.95 -0.56 -3.77  0.365
H12 -1.69 -0.05 -2.90  0.070
H13 -2.82 2.72 -2.16  0.390
H14 -1.43 2.30 -3.26  0.091
H15 -1.34 1.98 -1.57  -0.236
H16 -2.37 -0.21 -0.85  0.165
C7 1.73 2.38 -3.92  -0.760
C8 1.67 1.60 -2.64  0.543
O3 1.08 0.32 -2.87  -0.466
O4 2.65 1.83 -4.87  -0.544
H17 2.04 3.40 -3.66  0.329
H18 0.73 2.46 -4.36  0.285
H19 1.10 2.18 -1.90  -0.039
H20 2.68 1.49 -2.20  0.247
H21 0.94 -0.09 -2.00  -0.042
H22 2.15 1.34 -5.53  0.310
C9 0.31 0.17 4.41  -0.458
C10 -1.13 0.33 4.85  -0.273
O5 -1.35 -0.29 6.12  -0.558
O6 0.55 0.80 3.16  -0.422
H23 0.59 -0.89 4.38  0.310
H24 0.98 0.64 5.15  0.400
H25 -1.78 -0.12 4.10  0.203
H26 -1.38 1.40 4.87  0.286
H27 -0.80 0.16 6.77  0.320
H28 0.36 0.17 2.44  0.054
C11 -1.34 -3.45 2.72  0.035
C12 -2.63 -3.67 1.99  -0.224
O7 -2.74 -5.07 1.67  -0.530
O8 -0.19 -3.61 1.93  -0.462
H29 -1.30 -4.17 3.55  0.387
H30 -1.34 -2.46 3.22  -0.217
H31 -2.68 -3.03 1.10  0.189
H32 -3.46 -3.37 2.65  0.319
H33 -3.62 -5.27 1.36  0.281
H34 -0.23 -2.94 1.22  0.178
C13 -1.25 3.16 1.26  -0.281
C14 -1.07 3.99 2.50  -0.519
O9 0.01 3.55 3.28  -0.535
O10 -1.88 1.95 1.61  -0.419
H35 -0.23 2.96 0.90  0.278
H36 -1.79 3.72 0.49  0.337
H37 -2.00 3.91 3.09  0.242
H38 -0.94 5.04 2.23  0.379
H39 0.14 2.60 3.11  0.417
H40 -1.32 1.22 1.31  0.168

=====

This record from the OMol25 dataset describes a 7-piece molecular cluster, C14H40F3NO11P2S6 overall in a non-equilibrium geometry. The level of theory is wB97M-V/def2-TZVPD.

## Properties
ΔE to the lowest compared entry with this formula, charge and spin: 0.0000 eV
Kohn-Sham gap: 8.588 eV
total charge: 0

Last column: Mulliken charge in e.
Positions of all 77 atoms, in Å:
O1 3.43 1.05 0.37  -0.487
C1 2.47 0.42 0.07  0.531
N1 2.31 -0.99 0.25  -0.063
C2 3.14 -1.83 -0.55  0.670
F1 3.97 -2.56 0.21  -0.271
F2 3.86 -1.12 -1.42  -0.181
F3 2.40 -2.69 -1.25  -0.262
O2 1.39 1.00 -0.44  -0.319
P1 0.35 0.01 -1.36  0.022
P2 -1.14 -0.79 0.01  0.740
O3 -2.43 -0.79 -0.69  -0.509
O4 -0.65 -2.25 0.40  -0.456
O5 -1.24 0.01 1.39  -0.474
H1 2.36 -1.24 1.24  0.229
H2 -0.41 1.02 -1.98  0.110
H3 -0.29 -2.71 -0.37  0.313
H4 -0.50 -0.14 1.99  0.310
C3 -4.28 -3.31 -3.49  -0.985
S1 -3.74 -3.51 -1.79  0.756
O6 -2.31 -3.95 -1.84  -0.662
C4 -4.72 -4.98 -1.46  -1.050
H5 -3.74 -2.47 -3.91  0.293
H6 -4.04 -4.22 -4.06  0.329
H7 -5.35 -3.11 -3.51  0.363
H8 -4.46 -5.77 -2.17  0.326
H9 -5.78 -4.73 -1.54  0.361
H10 -4.50 -5.31 -0.45  0.307
C5 -4.91 1.50 0.15  -0.864
S2 -5.30 1.03 1.83  0.513
O7 -6.61 0.32 1.80  -0.656
C6 -5.64 2.69 2.44  -0.956
H11 -4.70 0.58 -0.40  0.174
H12 -5.75 2.02 -0.29  0.412
H13 -4.02 2.13 0.15  0.351
H14 -6.44 3.13 1.85  0.287
H15 -4.73 3.29 2.36  0.359
H16 -5.94 2.61 3.48  0.323
C7 5.18 -2.33 3.63  -0.791
S3 4.47 -0.85 4.35  0.372
O8 3.21 -0.55 3.60  -0.568
C8 5.71 0.28 3.74  -0.769
H17 4.52 -3.17 3.85  0.335
H18 5.27 -2.21 2.55  0.132
H19 6.16 -2.51 4.07  0.393
H20 5.73 0.25 2.65  0.103
H21 6.69 0.03 4.14  0.427
H22 5.44 1.29 4.06  0.361
C9 -9.70 0.41 1.54  -0.681
S4 -10.62 -0.47 0.28  0.502
O9 -10.34 0.20 -1.01  -0.628
C10 -12.26 0.08 0.80  -0.928
H23 -8.64 0.23 1.38  0.170
H24 -9.92 1.47 1.47  0.309
H25 -9.98 0.03 2.53  0.357
H26 -12.29 1.17 0.77  0.295
H27 -12.46 -0.29 1.80  0.332
H28 -12.98 -0.33 0.10  0.326
C11 9.04 3.61 0.77  -1.040
S5 7.60 2.55 0.94  0.635
O10 7.62 1.99 2.32  -0.609
C12 8.19 1.25 -0.15  -0.932
H29 8.90 4.47 1.41  0.332
H30 9.94 3.07 1.07  0.311
H31 9.12 3.93 -0.27  0.364
H32 9.15 0.87 0.21  0.410
H33 8.28 1.64 -1.16  0.338
H34 7.45 0.45 -0.14  0.223
C13 5.22 1.62 -2.53  -0.579
S6 4.01 2.31 -3.66  0.489
O11 2.99 1.25 -3.90  -0.603
C14 5.08 2.35 -5.11  -0.986
H35 4.72 1.51 -1.59  -0.078
H36 5.56 0.66 -2.89  0.387
H37 6.05 2.32 -2.43  0.403
H38 5.43 1.34 -5.33  0.304
H39 5.91 3.03 -4.93  0.358
H40 4.48 2.72 -5.95  0.341